Entry 1:
Density functional theory data (wB97M-V/def2-TZVPD) for a 7-piece molecular cluster, C17H48O13S7 overall.

```
85
Properties=species:S:1:pos:R:3
O 3.450 2.323 -1.054
S 4.144 2.161 0.168
O 3.441 1.942 1.382
O 5.130 0.951 0.039
C 6.014 0.876 -1.117
C 7.444 0.921 -0.682
C 5.224 3.531 0.395
H 5.760 1.660 -1.828
H 5.803 -0.086 -1.582
H 7.728 1.840 -0.162
H 8.078 0.835 -1.566
H 7.706 0.119 0.008
H 4.691 4.254 1.014
H 5.495 4.010 -0.540
H 6.084 3.212 0.979
O 0.865 -4.710 -5.457
S -0.522 -4.527 -5.219
O -1.460 -5.578 -5.458
O -0.614 -4.092 -3.703
C -1.920 -3.952 -3.102
C -1.692 -3.440 -1.713
C -1.048 -3.063 -6.045
H -2.437 -4.912 -3.135
H -2.529 -3.240 -3.664
H -2.627 -3.457 -1.143
H -1.449 -2.381 -1.781
H -0.916 -3.886 -1.100
H -0.820 -3.208 -7.098
H -0.486 -2.231 -5.633
H -2.115 -2.964 -5.873
O -2.188 -0.349 -4.118
S -2.728 0.330 -2.996
O -3.450 1.549 -3.150
O -3.620 -0.730 -2.246
C -4.867 -0.365 -1.651
C -4.692 -0.042 -0.177
C -1.429 0.570 -1.830
H -5.525 -1.225 -1.774
H -5.344 0.450 -2.195
H -5.587 0.390 0.270
H -3.863 0.651 -0.016
H -4.457 -0.952 0.380
H -1.123 -0.392 -1.426
H -1.764 1.233 -1.033
H -0.609 1.049 -2.362
C -2.150 2.706 3.042
S -1.721 3.935 1.815
O -1.040 3.210 0.708
C -3.388 4.221 1.220
H -2.622 1.814 2.623
H -2.693 3.096 3.899
H -1.185 2.297 3.360
H -4.027 4.467 2.074
H -3.769 3.292 0.797
H -3.402 5.050 0.520
C -1.137 3.517 6.563
S -1.702 1.944 7.221
O -3.024 1.661 6.619
C -0.461 0.952 6.381
H -1.058 3.515 5.481
H -0.168 3.659 7.052
H -1.768 4.340 6.890
H -0.806 -0.080 6.426
H 0.497 1.016 6.899
H -0.320 1.259 5.344
C 3.128 -1.504 -0.494
S 3.392 -1.851 -2.223
O 4.406 -2.936 -2.248
C 1.769 -2.528 -2.526
H 2.999 -2.446 0.046
H 2.289 -0.856 -0.247
H 4.018 -1.049 -0.063
H 1.723 -2.865 -3.560
H 1.078 -1.682 -2.453
H 1.471 -3.285 -1.806
C -1.439 -1.929 2.405
S 0.172 -1.695 1.648
O -0.016 -1.821 0.177
C 0.233 0.079 1.869
H -1.698 -2.975 2.259
H -2.199 -1.242 2.037
H -1.321 -1.728 3.474
H 0.075 0.338 2.920
H -0.522 0.540 1.233
H 1.211 0.487 1.608
```

The HOMO-LUMO gap comes out at 8.423 eV. As for the spin multiplicity: 1. Its maximum force is 0.024 hartree/bohr. The calculation puts the energy above the lowest of the compared OMol25 structures with the same formula, charge and spin at 0.000 eV. The calculated total energy comes out at -4441.78439 hartree.

=====

Entry 2:
Density functional theory data (wB97M-V/def2-TZVPD) for a 6-piece molecular cluster, C17H49N3O8 overall.

```
77
Properties=species:S:1:pos:R:3
C 15.184 -18.126 -5.356
C 15.578 -17.354 -6.694
O 15.913 -16.051 -6.332
O 13.977 -17.514 -4.820
H 15.927 -18.028 -4.564
H 15.041 -19.196 -5.504
H 14.766 -17.348 -7.421
H 16.385 -17.803 -7.272
H 16.227 -15.540 -7.082
H 14.052 -16.595 -5.089
C 14.643 -17.995 -11.482
C 13.383 -17.070 -11.653
O 12.339 -17.751 -10.812
O 14.931 -17.853 -10.071
H 15.561 -17.688 -11.983
H 14.478 -19.054 -11.682
H 13.189 -17.109 -12.725
H 13.329 -16.042 -11.296
H 11.482 -17.351 -10.977
H 14.057 -17.652 -9.729
C 16.082 -15.192 -13.935
O 14.942 -14.340 -13.910
H 17.022 -14.648 -13.844
H 16.045 -15.808 -13.037
H 16.082 -15.799 -14.841
H 14.870 -13.974 -14.794
C 16.757 -21.215 -10.130
C 18.255 -21.475 -10.309
C 19.043 -21.721 -8.977
O 20.412 -21.599 -9.048
C 21.064 -22.727 -9.523
N 18.370 -22.574 -11.359
H 16.323 -21.732 -9.275
H 16.204 -21.732 -10.914
H 16.530 -20.158 -9.992
H 18.829 -20.637 -10.703
H 18.841 -22.736 -8.635
H 18.568 -21.013 -8.299
H 21.110 -22.859 -10.604
H 20.603 -23.581 -9.027
H 22.095 -22.690 -9.172
H 17.445 -22.681 -11.750
H 18.472 -23.404 -10.791
C 12.809 -14.354 -6.812
C 11.916 -14.832 -7.908
C 10.699 -15.788 -7.507
O 11.351 -16.844 -6.779
C 11.910 -17.855 -7.575
N 11.486 -13.708 -8.751
H 13.725 -13.837 -7.097
H 13.173 -15.287 -6.381
H 12.219 -13.742 -6.130
H 12.564 -15.377 -8.593
H 10.357 -16.309 -8.401
H 9.973 -15.207 -6.938
H 11.219 -18.494 -8.126
H 12.484 -18.542 -6.953
H 12.596 -17.607 -8.385
H 12.277 -13.537 -9.355
H 10.698 -14.083 -9.260
C 19.535 -18.578 -14.451
C 18.373 -18.067 -15.393
C 18.426 -18.620 -16.858
O 19.625 -18.436 -17.615
C 20.164 -17.194 -17.749
N 17.045 -18.185 -14.799
H 19.186 -18.289 -13.459
H 20.481 -18.149 -14.782
H 19.450 -19.658 -14.569
H 18.449 -16.981 -15.431
H 17.630 -18.152 -17.438
H 18.282 -19.700 -16.890
H 20.426 -16.871 -16.742
H 19.465 -16.430 -18.088
H 21.029 -17.288 -18.407
H 16.473 -18.722 -15.436
H 17.110 -18.487 -13.838
```

The HOMO-LUMO gap comes out at 9.607 eV. As for the spin multiplicity: 1. Its maximum force is 0.072 hartree/bohr. The calculation puts the energy above the lowest of the compared OMol25 structures with the same formula, charge and spin at 3.978 eV. The SMILES is COC[C@H](C)N.COC[C@H](C)N.COC[C@H](C)N.OCCO.OCCO.CO. The calculated total energy comes out at -1443.05547 hartree.

=====

Entry 3:
Density functional theory data (wB97M-V/def2-TZVPD) for C17H50BF3HgO10S as an isolated structure.

```
83
Properties=species:S:1:pos:R:3
Hg -1.334 2.952 -6.018
O -3.954 4.171 1.048
H -4.334 4.871 0.511
H -3.443 3.607 0.462
H -3.410 4.530 1.753
B -4.502 5.639 -5.977
H -3.654 6.202 -5.619
H -4.698 4.832 -5.288
H -5.395 6.223 -6.137
H -4.213 5.108 -6.871
C 4.054 5.591 -1.235
F 4.709 6.570 -0.579
F 4.793 5.221 -2.207
F 3.773 4.575 -0.396
S 2.468 6.363 -1.948
O 2.881 7.700 -2.312
O 1.976 5.534 -3.075
O 1.500 6.328 -0.821
C -0.618 -0.267 -0.980
O -1.337 0.583 -1.803
H -0.872 0.008 0.044
H -0.732 -1.346 -1.084
H 0.424 -0.070 -1.234
C 4.032 -1.631 -5.916
C 4.108 -0.062 -6.115
C 5.236 0.508 -7.053
O 2.931 0.291 -6.762
H 4.959 -1.921 -5.420
H 3.977 -2.242 -6.817
H 3.231 -1.936 -5.243
H 4.260 0.529 -5.211
H 5.414 1.584 -7.061
H 5.150 0.182 -8.090
H 6.199 0.052 -6.824
H 2.609 -0.494 -7.212
C -8.126 -2.541 -0.681
C -7.866 -2.691 -2.169
C -9.137 -3.014 -2.981
O -7.286 -1.549 -2.682
H -8.836 -1.753 -0.429
H -7.237 -2.447 -0.057
H -8.651 -3.413 -0.290
H -7.123 -3.489 -2.176
H -9.619 -3.946 -2.684
H -8.965 -3.118 -4.052
H -9.881 -2.226 -2.863
H -6.338 -1.669 -2.590
C 5.155 -1.612 3.067
C 6.612 -1.677 3.498
C 6.809 -1.120 4.918
O 6.934 -3.059 3.578
H 5.061 -2.208 2.159
H 4.697 -0.626 3.155
H 4.539 -2.180 3.764
H 7.284 -1.144 2.825
H 6.623 -0.049 4.983
H 7.863 -1.255 5.162
H 6.163 -1.684 5.591
H 6.647 -3.403 2.729
C -2.709 -7.110 3.804
C -1.298 -6.840 3.293
C -1.140 -7.277 1.846
O -1.186 -5.433 3.365
H -2.906 -8.170 3.643
H -3.512 -6.648 3.229
H -2.966 -6.882 4.839
H -0.561 -7.272 3.969
H -1.133 -6.498 1.084
H -1.787 -8.046 1.424
H -0.241 -7.890 1.775
H -1.837 -5.145 2.721
C 0.229 2.524 5.956
C 0.378 4.046 6.080
C 1.789 4.575 6.229
O -0.187 4.613 4.910
H 0.893 1.983 6.631
H 0.634 2.194 4.999
H -0.778 2.127 6.074
H -0.336 4.375 6.835
H 2.251 4.390 7.198
H 1.785 5.636 5.979
H 2.519 4.236 5.494
H 0.587 4.594 4.343
```

The HOMO-LUMO gap comes out at 2.071 eV. As for the spin multiplicity: 1. Its maximum force is 0.102 hartree/bohr. The calculated total energy comes out at -2305.47314 hartree.

=====

Entry 4:
Density functional theory data (wB97M-V/def2-TZVPD) for C17H50N12O13PZn2 as an isolated structure.

```
95
Properties=species:S:1:pos:R:3
Zn 3.785 -0.068 1.560
Zn -3.404 -0.512 -1.587
P 0.228 0.094 -0.141
O 0.641 0.366 1.329
O -0.691 1.145 -0.733
O -0.504 -1.167 -0.269
O 1.625 0.080 -0.797
C 0.044 5.527 -4.167
O -0.048 6.348 -5.035
N 0.768 4.477 -4.292
N -0.245 5.657 -2.984
H 1.192 4.286 -5.189
H 0.505 3.788 -3.602
H -0.210 4.776 -2.491
H -0.613 6.553 -2.698
C -1.011 -1.203 -6.302
O -1.891 -1.320 -5.491
N 0.213 -1.354 -5.938
N -1.151 -1.277 -7.578
H 0.971 -1.641 -6.541
H 0.502 -1.184 -4.986
H -0.309 -1.438 -8.113
H -2.096 -1.179 -7.918
C 2.064 -6.351 -1.344
O 2.639 -7.428 -1.230
N 2.613 -5.243 -1.761
N 0.738 -6.184 -1.239
H 2.083 -4.383 -1.767
H 3.623 -5.244 -1.736
H 0.056 -6.784 -0.798
H 0.431 -5.221 -1.232
C 2.616 -4.397 4.080
O 3.203 -3.837 3.162
N 3.075 -5.420 4.687
N 1.550 -3.902 4.649
H 3.975 -5.830 4.482
H 2.354 -6.019 5.063
H 1.041 -3.168 4.178
H 0.876 -4.429 5.186
C -3.325 3.299 4.353
O -4.374 3.355 4.986
N -2.240 2.756 4.809
N -3.104 3.744 3.108
H -1.360 2.668 4.321
H -2.230 2.609 5.808
H -3.716 4.431 2.693
H -2.173 3.523 2.784
C 4.310 1.682 5.031
O 4.998 1.056 4.039
C 6.431 1.244 4.203
C 7.119 0.297 3.178
N 6.605 0.362 1.830
C 6.882 1.494 0.947
C 6.277 2.901 1.186
O 5.014 2.721 1.716
C 4.269 3.810 2.137
H 3.503 0.981 5.247
H 4.050 2.658 4.621
H 4.835 1.683 5.986
H 6.737 1.099 5.239
H 6.716 2.286 4.055
H 6.963 -0.748 3.446
H 8.181 0.535 3.115
H 6.836 -0.527 1.411
H 6.812 1.159 -0.088
H 7.951 1.706 0.979
H 6.096 3.481 0.281
H 6.946 3.579 1.716
H 4.326 4.075 3.193
H 3.232 3.480 2.081
H 4.313 4.768 1.620
C -6.141 1.400 -4.107
O -6.198 0.562 -2.965
C -6.804 1.208 -1.804
C -7.051 0.194 -0.777
N -5.821 -0.271 -0.127
C -5.929 -1.613 0.443
C -5.893 -2.650 -0.649
O -5.527 -2.286 -1.958
C -5.417 -3.403 -2.857
H -5.327 1.165 -4.792
H -6.008 2.457 -3.877
H -7.044 1.214 -4.688
H -7.714 1.640 -2.219
H -6.184 1.975 -1.338
H -7.536 -0.597 -1.349
H -7.710 0.685 -0.061
H -5.586 0.260 0.699
H -6.580 -1.872 1.278
H -4.901 -1.621 0.804
H -6.929 -2.983 -0.590
H -5.336 -3.512 -0.280
H -5.979 -3.100 -3.741
H -6.087 -4.151 -2.434
H -4.416 -3.789 -3.054
```

The HOMO-LUMO gap comes out at 3.184 eV. As for the spin multiplicity: 1. Its maximum force is 0.191 hartree/bohr. The calculation puts the energy above the lowest of the compared OMol25 structures with the same formula, charge and spin at 24.214 eV. Its charge is +1. The calculated total energy comes out at -6212.34263 hartree.

=====

Entry 5:
Density functional theory data (wB97M-V/def2-TZVPD) for a 9-piece molecular cluster, C17H51NO13 overall.

```
82
Properties=species:S:1:pos:R:3
O 2.381 0.265 0.219
H 1.690 -0.375 0.046
H 2.114 1.044 -0.268
O 4.147 2.630 1.954
H 3.527 1.950 2.219
H 3.627 3.433 1.931
O 4.167 -2.381 -0.150
H 4.160 -1.444 -0.349
H 4.271 -2.423 0.801
O 4.636 0.175 -1.381
H 4.579 0.693 -0.578
H 4.737 0.822 -2.078
C -1.188 2.177 0.460
C -2.685 1.794 0.531
C -3.164 1.661 -0.933
C -4.657 1.104 -0.984
C -4.613 -0.238 -0.249
C -4.053 -0.288 1.162
N -2.760 0.508 1.290
O -2.268 0.672 2.588
C -5.139 0.087 2.118
C -3.753 -1.786 1.445
C -3.324 2.984 1.187
H -0.579 1.365 0.062
H -0.721 2.501 1.390
H -0.970 2.930 -0.297
H -3.062 2.593 -1.489
H -2.568 0.990 -1.551
H -5.079 0.960 -1.979
H -5.294 1.842 -0.496
H -4.238 -1.001 -0.931
H -5.642 -0.597 -0.249
H -6.134 -0.267 1.847
H -4.792 -0.287 3.081
H -5.008 1.143 2.353
H -3.098 -1.812 2.315
H -4.571 -2.470 1.670
H -3.141 -2.178 0.633
H -4.373 2.776 1.396
H -3.383 3.838 0.512
H -2.802 3.375 2.060
H -2.782 1.421 2.898
C 2.551 -3.205 -3.359
C 2.727 -1.702 -3.174
O 4.001 -1.228 -3.580
O 3.250 -3.913 -2.340
H 2.754 -3.498 -4.389
H 1.502 -3.450 -3.190
H 2.607 -1.434 -2.125
H 2.074 -1.132 -3.836
H 4.474 -1.117 -2.752
H 3.221 -3.403 -1.526
C 0.848 -0.592 4.328
C 1.473 0.577 3.667
O 2.620 0.281 2.876
O 0.076 -1.325 3.477
H 0.210 -0.300 5.162
H 1.592 -1.207 4.833
H 1.763 1.320 4.410
H 0.674 1.052 3.098
H 2.299 0.207 1.974
H -0.595 -0.716 3.159
C 1.241 3.241 -3.803
C 1.464 1.983 -2.856
O 2.026 2.399 -1.644
O 2.463 3.750 -4.214
H 0.629 4.033 -3.372
H 0.686 2.974 -4.703
H 2.091 1.234 -3.340
H 0.510 1.476 -2.708
H 2.795 2.931 -1.863
H 2.997 3.017 -4.529
C 1.143 -3.554 0.608
C -0.106 -2.882 -0.129
O 0.181 -1.534 -0.410
O 0.621 -4.817 0.977
H 1.540 -2.978 1.444
H 1.921 -3.684 -0.144
H -1.051 -2.975 0.408
H -0.413 -3.409 -1.032
H -0.235 -1.419 -1.268
H 1.182 -5.188 1.662
```

The HOMO-LUMO gap comes out at 9.247 eV. As for the spin multiplicity: 1. Its maximum force is 0.055 hartree/bohr. The SMILES is CC1(C)CCCC(C)(C)N1O.OCCO.OCCO.OCCO.OCCO.O.O.O.O. The calculated total energy comes out at -1711.03556 hartree.